# 1
{
  "formula": "C6H9N",
  "method": "the ωB97M-V functional and the def2-TZVPD basis",
  "elements": ["C", "C", "N", "C", "C", "C", "C", "H", "H", "H", "H", "H", "H", "H", "H", "H"],
  "positions_angstrom": [[-1.44090, 0.18802, 1.36532], [-1.21878, -0.35065, -0.02435], [-0.32717, 1.08670, 1.60671], [0.77496, 0.47055, 1.67233], [-0.08764, -0.22990, -0.70971], [0.61873, -0.80300, -1.84550], [0.96778, 0.58871, -1.33357], [-1.43884, -0.69856, 2.03523], [-2.40377, 0.69230, 1.49881], [-1.97765, -0.99957, -0.44138], [0.85272, -0.62699, 1.74509], [1.71137, 1.02211, 1.60925], [0.11533, -0.98979, -2.78241], [1.35536, -1.56160, -1.56321], [1.96767, 0.78335, -0.95289], [0.53081, 1.42831, -1.87974]],
  "nbo_charge": [-0.283, -0.182, -0.396, -0.053, -0.009, -0.446, -0.425, 0.184, 0.210, 0.205, 0.145, 0.173, 0.213, 0.217, 0.217, 0.230],
  "de_lowest_kj_mol": 354.4,
  "smiles": "C=NCC=C1CC1",
  "homo_energy_ev": -8.707,
  "multiplicity": 1,
  "charge": 0,
  "lumo_energy_ha": 0.039
}

# 2
{
  "formula": "C13H44O9",
  "method": "the ωB97M-V functional and the def2-TZVPD basis",
  "elements": ["C", "O", "H", "H", "H", "H", "C", "O", "H", "H", "H", "H", "C", "O", "H", "H", "H", "H", "C", "O", "H", "H", "H", "H", "C", "C", "C", "O", "H", "H", "H", "H", "H", "H", "H", "H", "C", "C", "C", "O", "H", "H", "H", "H", "H", "H", "H", "H", "C", "C", "C", "O", "H", "H", "H", "H", "H", "H", "H", "H", "O", "H", "H", "O", "H", "H"],
  "positions_angstrom": [[-0.05973, 0.74289, -2.52409], [0.87062, -0.16940, -2.02059], [-0.72992, 0.07368, -3.06362], [-0.60939, 1.18113, -1.69107], [0.35353, 1.46851, -3.22466], [0.69312, -1.05127, -2.35583], [0.19370, 1.26083, 2.01216], [1.26876, 2.08362, 2.26320], [0.36460, 0.67580, 1.10848], [0.13137, 0.55376, 2.83936], [-0.74886, 1.79132, 1.87696], [1.44654, 2.57737, 1.45932], [-0.23195, -2.99709, 0.04727], [-0.36889, -1.91497, 0.94756], [-0.57029, -3.92513, 0.50808], [-0.94898, -2.82727, -0.75594], [0.77428, -3.19838, -0.32026], [-0.45734, -1.08123, 0.47996], [-1.67707, -0.41862, 2.00063], [-3.06399, -0.31356, 2.16544], [-1.24674, 0.18328, 2.80103], [-1.46977, -1.48863, 1.98656], [-1.34105, 0.05868, 1.08011], [-3.39023, -0.85081, 2.89106], [3.33911, 2.08267, 0.54924], [2.09253, 2.59784, -0.12916], [1.31773, 1.43531, -0.76055], [1.23479, 3.26287, 0.79796], [3.09170, 1.43165, 1.38773], [3.84971, 2.89894, 1.06022], [4.06341, 1.60758, -0.11240], [2.35954, 3.33044, -0.89080], [0.63360, 1.82442, -1.51466], [0.70730, 0.95712, 0.00547], [1.90856, 0.66275, -1.25265], [0.45460, 3.51378, 0.29800], [-2.50298, 0.39065, -2.06424], [-3.40474, -0.69545, -1.58508], [-2.72253, -1.93505, -1.01775], [-4.26894, -0.15627, -0.63442], [-1.92769, 0.05641, -2.92763], [-1.76697, 0.62586, -1.29542], [-3.03093, 1.33309, -2.20973], [-4.00884, -0.95929, -2.45316], [-3.50515, -2.61479, -0.68077], [-2.07986, -1.68959, -0.17228], [-2.06632, -2.44186, -1.72531], [-5.14384, -0.36370, -0.97074], [2.19006, -1.15172, -0.52715], [2.71071, -1.59958, 0.83521], [2.38290, -0.52633, 1.88073], [1.92400, -2.72762, 1.14841], [1.23688, -0.62622, -0.46868], [2.05224, -1.96086, -1.24437], [2.87278, -0.49432, -1.06549], [3.78668, -1.77382, 0.83044], [1.31398, -0.43488, 2.07348], [2.61257, 0.50078, 1.59718], [2.95298, -0.67938, 2.79707], [1.04211, -2.53903, 0.81932], [-1.06784, 1.36709, 0.13551], [-1.89004, 1.28055, 0.61793], [-0.90924, 2.31035, 0.09886], [-0.40680, -0.48549, -0.35812], [0.15060, -0.42659, -1.13404], [-0.76069, 0.39720, -0.24928]],
  "nbo_charge": [-0.300, -0.702, 0.179, 0.220, 0.205, 0.517, -0.258, -0.775, 0.165, 0.192, 0.099, 0.418, -0.360, -0.798, 0.196, 0.179, 0.197, 0.463, -0.302, -0.763, 0.168, 0.264, 0.128, 0.471, -0.639, 0.089, -0.769, -0.628, 0.242, 0.216, 0.222, 0.178, 0.194, 0.250, 0.311, 0.470, -0.615, 0.095, -0.641, -0.720, 0.174, 0.209, 0.211, 0.144, 0.217, 0.250, 0.186, 0.472, -0.671, 0.089, -0.614, -0.759, 0.265, 0.178, 0.185, 0.167, 0.221, 0.175, 0.208, 0.483, -0.899, 0.560, 0.513, -0.984, 0.479, 0.482],
  "de_lowest_kj_mol": 2929.5,
  "homo_energy_ev": -7.950,
  "multiplicity": 1,
  "charge": 0,
  "lumo_energy_ha": -0.017
}

# 3
{
  "formula": "C4H10N2O",
  "method": "the ωB97M-V functional and the def2-TZVPD basis",
  "elements": ["C", "N", "C", "C", "C", "N", "O", "H", "H", "H", "H", "H", "H", "H", "H", "H", "H"],
  "positions_angstrom": [[-1.50839, 1.44958, 0.01753], [-1.01516, 0.34345, -0.78981], [1.50802, 0.65009, -0.73047], [0.24893, -0.16679, -0.51161], [0.31179, -0.83999, 0.94712], [0.33862, -2.18278, 0.98386], [0.31372, -0.08521, 1.86895], [-1.74979, 1.01199, 0.99589], [-2.42471, 1.85881, -0.39787], [-0.74712, 2.19884, 0.12015], [-1.67143, -0.42062, -0.77949], [1.55346, 1.51420, -0.06616], [2.39150, 0.02112, -0.65305], [1.54408, 1.07694, -1.73148], [0.39898, -1.05449, -1.14174], [-0.12408, -2.70202, 1.71391], [0.63158, -2.67312, 0.15425]],
  "lowdin_spin": [0.063, 0.422, 0.014, 0.104, 0.096, 0.021, 0.207, 0.034, 0.009, 0.000, 0.010, 0.000, 0.000, 0.004, 0.015, 0.003, 0.000],
  "de_lowest_kj_mol": 42.3,
  "homo_energy_ev": [-15.095, -15.275],
  "multiplicity": 2,
  "charge": 1,
  "s_squared": 0.759,
  "lumo_energy_ha": [-0.119, -0.291]
}

# 4
{
  "formula": "C48H128F3MnN11O15S",
  "method": "the ωB97M-V functional and the def2-TZVPD basis",
  "elements": ["Mn", "C", "C", "C", "O", "H", "H", "H", "H", "H", "H", "H", "C", "F", "F", "F", "S", "O", "O", "O", "C", "C", "C", "O", "C", "N", "H", "H", "H", "H", "H", "H", "H", "H", "H", "H", "H", "C", "C", "C", "O", "C", "N", "H", "H", "H", "H", "H", "H", "H", "H", "H", "H", "H", "C", "C", "C", "O", "C", "N", "H", "H", "H", "H", "H", "H", "H", "H", "H", "H", "H", "C", "C", "C", "O", "C", "N", "H", "H", "H", "H", "H", "H", "H", "H", "H", "H", "H", "C", "C", "C", "O", "C", "N", "H", "H", "H", "H", "H", "H", "H", "H", "H", "H", "H", "C", "C", "C", "O", "C", "N", "H", "H", "H", "H", "H", "H", "H", "H", "H", "H", "H", "C", "C", "C", "O", "C", "N", "H", "H", "H", "H", "H", "H", "H", "H", "H", "H", "H", "C", "C", "C", "O", "C", "N", "H", "H", "H", "H", "H", "H", "H", "H", "H", "H", "H", "C", "C", "C", "O", "C", "N", "H", "H", "H", "H", "H", "H", "H", "H", "H", "H", "H", "C", "C", "C", "O", "C", "N", "H", "H", "H", "H", "H", "H", "H", "H", "H", "H", "H", "C", "C", "C", "O", "C", "N", "H", "H", "H", "H", "H", "H", "H", "H", "H", "H", "H"],
  "positions_angstrom": [[-10.01704, 6.90665, -14.55670], [-9.66654, 10.31140, -17.02821], [-10.18018, 10.22604, -15.59986], [-11.35534, 11.21880, -15.58889], [-10.41631, 8.94262, -15.13590], [-10.41493, 10.01048, -17.76132], [-8.85155, 9.60309, -17.17724], [-9.40586, 11.32272, -17.34025], [-9.38099, 10.70291, -15.03240], [-11.76573, 11.34633, -14.58718], [-12.24382, 10.80754, -16.06805], [-11.23437, 12.25869, -15.89238], [-6.23493, 7.74453, -16.51507], [-7.00630, 7.89784, -17.62068], [-4.94444, 7.64105, -16.79409], [-6.48343, 8.77023, -15.68994], [-6.84104, 6.10476, -15.63398], [-5.98109, 5.97489, -14.41330], [-8.24844, 6.41598, -15.21306], [-6.63751, 5.00164, -16.61616], [-4.02786, 7.78275, -12.31890], [-4.74707, 7.63262, -11.00463], [-5.00224, 8.93649, -10.19666], [-3.79473, 9.56964, -9.82046], [-3.87801, 10.52537, -8.83034], [-6.05879, 6.98204, -11.25523], [-2.98528, 8.09822, -12.35859], [-4.57116, 8.66242, -12.66403], [-4.13442, 6.91971, -12.97610], [-4.15727, 6.88893, -10.46874], [-5.53435, 8.60506, -9.30497], [-5.73172, 9.58742, -10.67857], [-2.98128, 11.01177, -8.44642], [-4.36295, 10.14526, -7.93121], [-4.43076, 11.39570, -9.18402], [-6.24539, 6.14064, -10.72862], [-5.98037, 6.50524, -12.14215], [-5.63435, 12.43101, -18.65820], [-5.68213, 13.34478, -17.40339], [-4.77247, 12.70546, -16.26577], [-5.29521, 11.39457, -15.90452], [-4.86650, 11.03543, -14.60662], [-5.00575, 14.58121, -17.94052], [-6.09637, 11.51745, -18.28397], [-4.62975, 12.04745, -18.83638], [-6.10307, 12.70569, -19.60316], [-6.67301, 13.64534, -17.06294], [-4.70156, 13.41077, -15.43776], [-3.76886, 12.56485, -16.66712], [-5.77759, 10.95133, -14.01422], [-4.18041, 11.71863, -14.10599], [-4.56399, 9.99516, -14.48642], [-5.66186, 15.33360, -18.09392], [-4.52906, 15.03967, -17.17718], [-4.87515, 11.09320, -23.55276], [-6.22783, 11.26029, -22.84492], [-6.56295, 10.32584, -21.63658], [-7.79853, 10.69395, -20.97977], [-8.15585, 9.83351, -19.92359], [-6.22527, 12.63658, -22.45509], [-4.88781, 10.04485, -23.85093], [-4.01787, 11.11203, -22.87985], [-4.60893, 11.76931, -24.36522], [-7.02542, 11.07663, -23.56479], [-5.74006, 10.51804, -20.94809], [-6.60629, 9.27127, -21.90877], [-7.42011, 9.89884, -19.12201], [-8.20487, 8.76314, -20.12359], [-9.13776, 10.19677, -19.62031], [-5.46926, 12.79788, -21.80508], [-7.04884, 12.90713, -21.93677], [-9.90578, 4.94557, -17.78670], [-10.52498, 6.36271, -17.62247], [-11.59316, 6.81697, -18.69124], [-12.58688, 5.79949, -18.96996], [-12.83692, 5.56722, -20.35892], [-11.36839, 6.32485, -16.35493], [-8.96489, 4.90446, -17.23792], [-9.71754, 4.71858, -18.83604], [-10.65838, 4.27847, -17.36638], [-9.80554, 7.18076, -17.58646], [-10.98356, 6.95082, -19.58487], [-12.03334, 7.77318, -18.40842], [-13.54756, 4.74934, -20.23991], [-12.06175, 5.08567, -20.95502], [-13.21056, 6.41500, -20.93317], [-11.93828, 7.15181, -16.46201], [-11.99234, 5.56060, -16.57106], [-9.80268, 1.78521, -16.00174], [-8.79868, 1.80263, -14.91990], [-7.60119, 0.88015, -15.22851], [-7.82548, -0.61001, -15.23366], [-6.67387, -1.31112, -15.59509], [-8.25822, 3.22187, -14.72740], [-9.36656, 2.16120, -16.92724], [-10.68629, 2.35307, -15.71041], [-10.16453, 0.78840, -16.25379], [-9.19432, 1.33261, -14.01953], [-6.76540, 1.21317, -14.61316], [-7.34213, 1.04782, -16.27391], [-5.86422, -0.99235, -14.93861], [-6.37589, -1.07181, -16.61589], [-6.81891, -2.38172, -15.45060], [-7.72886, 3.45677, -15.55487], [-7.54808, 3.22443, -14.00921], [-9.11087, 7.03821, -10.46009], [-9.47135, 8.15134, -11.54943], [-9.05330, 9.56390, -11.21311], [-9.75958, 9.98774, -10.15179], [-9.84591, 11.35696, -9.91573], [-8.99523, 7.76704, -12.82873], [-8.15820, 7.14394, -9.94110], [-9.20358, 6.00955, -10.80847], [-9.86084, 7.14409, -9.67624], [-10.55872, 8.10072, -11.49327], [-9.31513, 10.08356, -12.13480], [-7.99857, 9.74708, -11.00796], [-8.91956, 11.82061, -9.57660], [-10.51708, 11.62504, -9.09979], [-10.12713, 11.99416, -10.75419], [-9.04671, 8.70344, -13.20371], [-7.99153, 7.65893, -12.86033], [-6.58252, 2.08843, -19.12373], [-5.96526, 3.31359, -19.88652], [-5.89209, 2.98376, -21.38509], [-5.05569, 3.84922, -22.10273], [-4.84128, 3.30848, -23.46419], [-6.85619, 4.41024, -19.70865], [-5.88888, 1.28246, -19.36327], [-7.57932, 1.89440, -19.51975], [-6.71943, 2.24686, -18.05403], [-5.00727, 3.52354, -19.41082], [-6.91919, 3.10193, -21.73033], [-5.71992, 1.94187, -21.65512], [-5.75304, 2.96185, -23.95064], [-4.10147, 2.53381, -23.66586], [-4.55248, 4.23234, -23.96536], [-6.88534, 4.43322, -18.69932], [-6.32557, 5.25746, -19.85267], [-3.80566, 3.19736, -12.30759], [-4.98426, 2.45913, -12.95081], [-5.29457, 1.22213, -12.12489], [-5.73740, 1.50163, -10.78547], [-6.08874, 0.36724, -9.96233], [-6.10159, 3.37700, -12.97717], [-3.95395, 3.41951, -11.25082], [-3.62981, 4.15060, -12.80608], [-2.88893, 2.61018, -12.36173], [-4.60377, 2.26985, -13.95455], [-4.47538, 0.50692, -12.19913], [-6.18698, 0.71880, -12.49687], [-6.98678, -0.12354, -10.33752], [-6.14626, 0.63997, -8.90857], [-5.23199, -0.30354, -9.89805], [-6.21684, 3.67648, -12.01950], [-5.90320, 4.24865, -13.44725], [-0.18886, 3.29342, -13.66336], [-0.67123, 3.12303, -15.08289], [-1.99567, 3.92319, -15.26399], [-2.26666, 3.93849, -16.72165], [-3.30661, 4.85517, -17.12883], [0.33658, 3.70036, -15.91525], [-0.84843, 2.76142, -12.97776], [-0.24521, 4.28376, -13.21153], [0.82497, 2.89450, -13.63004], [-0.65683, 2.04634, -15.25211], [-2.02444, 4.93711, -14.86495], [-2.79941, 3.29095, -14.88667], [-3.47471, 4.79064, -18.20386], [-3.22654, 5.85694, -16.70678], [-4.23950, 4.44161, -16.74568], [0.68803, 4.62532, -15.71265], [-0.26353, 4.04560, -16.65063], [-11.22086, 3.27032, -12.39666], [-11.37850, 4.45471, -13.36714], [-12.32783, 5.58671, -12.73227], [-11.99865, 6.87420, -13.33322], [-12.95466, 7.86348, -12.98423], [-10.02728, 5.00241, -13.53463], [-10.60134, 2.40645, -12.63757], [-12.21599, 2.88269, -12.17860], [-10.94208, 3.63566, -11.40827], [-11.77933, 4.29117, -14.36748], [-12.22061, 5.67987, -11.65156], [-13.38992, 5.39430, -12.88406], [-12.57800, 8.77549, -13.44732], [-12.79626, 8.16872, -11.94990], [-13.99499, 7.55234, -13.07908], [-9.62900, 4.97850, -12.60678], [-9.55432, 4.22763, -13.97749], [-2.20403, 6.23753, -20.33868], [-3.46836, 7.06286, -20.55530], [-2.99790, 8.59408, -20.86168], [-2.33616, 9.17707, -19.77057], [-3.02964, 9.35680, -18.50799], [-4.24102, 6.54952, -21.72630], [-2.51337, 5.19304, -20.30043], [-1.80751, 6.45888, -19.34779], [-1.43523, 6.46737, -21.07640], [-4.10048, 7.04549, -19.66748], [-3.81862, 9.23911, -21.17543], [-2.25963, 8.68156, -21.65880], [-2.86397, 10.34517, -18.07928], [-2.73912, 8.50498, -17.89308], [-4.11908, 9.32628, -18.52444], [-3.57601, 6.67660, -22.47577], [-4.31284, 5.54333, -21.77643]],
  "lowdin_spin": [4.662, 0.061, 0.113, 0.004, 0.791, 0.002, -0.001, 0.002, 0.053, 0.002, 0.002, 0.000, 0.004, 0.000, 0.001, 0.000, 0.014, 0.005, 0.058, 0.006, 0.000, 0.000, 0.000, 0.000, 0.000, 0.001, 0.000, 0.000, 0.000, 0.000, 0.000, 0.000, 0.000, 0.000, 0.000, 0.000, 0.000, 0.000, 0.000, 0.000, 0.000, 0.000, 0.000, 0.000, 0.000, 0.000, 0.000, 0.000, 0.000, 0.000, 0.000, 0.000, 0.000, 0.000, 0.000, 0.000, 0.000, 0.000, 0.001, 0.000, 0.000, 0.000, 0.000, 0.000, 0.000, 0.000, 0.000, 0.000, 0.001, 0.000, 0.000, 0.000, 0.005, 0.002, 0.001, 0.000, 0.039, 0.000, 0.000, 0.000, 0.002, 0.000, 0.000, 0.000, 0.000, 0.000, 0.003, 0.003, 0.000, 0.000, 0.000, 0.000, 0.000, 0.001, 0.000, 0.000, 0.000, 0.000, 0.000, 0.000, 0.000, 0.000, 0.000, 0.000, 0.000, 0.001, 0.006, 0.001, 0.000, 0.000, 0.048, 0.000, 0.000, 0.000, 0.000, 0.000, 0.000, 0.000, 0.000, 0.000, 0.004, 0.002, 0.000, 0.000, 0.000, 0.000, 0.000, 0.000, 0.000, 0.000, 0.000, 0.000, 0.000, 0.000, 0.000, 0.000, 0.000, 0.000, 0.000, 0.000, 0.000, 0.000, 0.000, 0.000, 0.000, 0.000, 0.000, 0.000, 0.000, 0.000, 0.000, 0.000, 0.000, 0.000, 0.000, 0.000, 0.000, 0.000, 0.000, 0.000, 0.000, 0.000, 0.000, 0.000, 0.000, 0.000, 0.000, 0.000, 0.000, 0.000, 0.000, 0.000, 0.000, 0.002, 0.005, 0.003, 0.034, 0.004, 0.044, 0.000, 0.001, 0.000, 0.000, 0.000, 0.000, 0.000, 0.000, 0.001, 0.003, 0.002, 0.000, 0.000, 0.000, 0.000, 0.000, 0.000, 0.000, 0.000, 0.000, 0.000, 0.000, 0.000, 0.000, 0.000, 0.000, 0.000, 0.000],
  "homo_energy_ev": [-10.381, -10.381],
  "multiplicity": 7,
  "charge": 1,
  "s_squared": 12.007,
  "lumo_energy_ha": [-0.071, -0.234]
}

Quick rundown of energy, same order as above: -288.6471, -1197.7145, -342.8525, -5484.7266 a.u.